Entry 1:
Computed, not measured: a molecular structure, C35H37N9S3SiSr at a distorted geometry, with ωB97M-V/def2-TZVPD.

Output
- Largest force on an atom: 3.0 eV Å⁻¹
- Charge: 0
- DFT total energy: -3363.76909 Eh
- LUMO level: -0.001 Ha
- Energy relative to the best compared isomer or geometry (same formula, charge and spin): 0.0 kJ/mol
- Gap between HOMO and LUMO: 0.2394 hartree

Last column: Mulliken charge in e.
Cartesian coordinates (Å):
Sr  -0.518  -0.092  -0.289  1.23
C  -3.475  2.715  2.449  -1.28
C  -2.866  3.174  3.604  -0.76
C  -1.498  3.024  3.736  -0.88
C  -0.770  2.452  2.689  0.47
N  -1.374  1.973  1.603  0.87
C  -2.684  2.088  1.495  -0.16
C  0.704  2.394  2.727  0.65
C  1.427  3.270  3.544  -1.19
C  2.809  3.200  3.552  -0.64
C  3.425  2.272  2.727  -1.05
C  2.626  1.461  1.926  -0.33
N  1.307  1.516  1.928  0.74
H  -4.534  2.833  2.291  0.50
H  -3.438  3.646  4.389  0.42
H  -1.008  3.335  4.643  0.47
H  -3.118  1.676  0.597  0.35
H  0.926  4.004  4.155  0.43
H  3.385  3.867  4.179  0.42
H  4.500  2.181  2.701  0.47
H  3.064  0.738  1.253  0.46
C  -2.036  3.541  -1.699  -1.17
C  -2.464  2.264  -2.350  0.31
C  -3.155  2.310  -3.545  -0.80
C  -3.583  1.107  -4.100  -0.94
C  -3.315  -0.062  -3.446  -0.71
C  -2.571  -0.046  -2.241  0.41
N  -2.156  1.129  -1.729  0.56
N  -2.252  -1.135  -1.544  0.20
Si  -2.636  -2.756  -1.962  -0.30
C  -1.993  -3.378  -3.648  -1.12
C  -4.530  -3.058  -1.863  -1.21
C  -1.850  -3.849  -0.624  -0.91
H  -2.827  4.281  -1.783  0.50
H  -1.157  3.925  -2.210  0.22
H  -1.802  3.369  -0.654  -0.10
H  -3.358  3.252  -4.031  0.49
H  -4.128  1.101  -5.032  0.42
H  -3.658  -1.007  -3.830  0.38
H  -2.427  -2.843  -4.487  0.35
H  -2.225  -4.431  -3.773  0.38
H  -0.915  -3.263  -3.712  0.28
H  -5.090  -2.325  -2.437  0.35
H  -4.883  -3.004  -0.836  0.29
H  -4.786  -4.042  -2.240  0.41
H  -0.806  -3.606  -0.458  0.13
H  -1.909  -4.887  -0.928  0.49
H  -2.374  -3.763  0.324  0.19
C  1.102  3.741  -0.457  -0.83
C  1.866  3.083  -1.564  0.75
C  2.649  3.880  -2.424  -1.21
C  3.403  3.279  -3.388  -0.86
C  3.415  1.873  -3.487  1.14
C  4.243  1.207  -4.407  -0.84
C  4.260  -0.165  -4.437  -0.67
C  3.446  -0.891  -3.574  -0.59
C  2.584  -0.280  -2.672  0.83
S  1.651  -1.334  -1.661  -0.23
C  2.568  1.147  -2.593  -1.29
N  1.810  1.776  -1.671  0.75
H  0.625  4.660  -0.793  0.57
H  1.799  3.998  0.342  0.40
H  0.366  3.039  -0.071  -0.34
H  2.638  4.953  -2.310  0.50
H  4.002  3.860  -4.075  0.40
H  4.872  1.794  -5.064  0.36
H  4.912  -0.692  -5.120  0.37
H  3.470  -1.970  -3.584  0.48
N  -3.316  -0.846  0.894  0.29
C  -2.531  -1.495  1.761  -0.30
N  -1.243  -1.460  1.726  1.17
C  -0.662  -2.224  2.700  -0.95
C  -1.540  -2.840  3.540  -0.58
S  -3.170  -2.470  3.099  -0.27
C  0.777  -2.363  2.695  -0.08
C  1.546  -3.054  3.585  -0.54
S  3.206  -3.028  3.105  -0.27
C  2.718  -2.068  1.695  0.10
N  1.461  -1.806  1.656  0.61
N  3.607  -1.623  0.785  -0.20
H  -2.903  -0.879  -0.088  -0.33
H  -4.296  -1.084  0.923  0.31
H  -1.349  -3.482  4.375  0.50
H  1.250  -3.579  4.468  0.46
H  4.460  -2.153  0.690  0.26
H  3.137  -1.383  -0.103  -0.15

***

Entry 2:
Computed, not measured: a molecular structure, C35H37NO2P2Sn at a distorted geometry, with ωB97M-V/def2-TZVPD.

Output
- Largest force on an atom: 6.0 eV Å⁻¹
- Charge: +2
- DFT total energy: -2457.22447 Eh
- LUMO level (alpha / beta): -0.355 / -0.366 Ha
- Gap between HOMO and LUMO (alpha / beta): 0.1090 / 0.0976 hartree

Last column: Mulliken charge in e.
Cartesian coordinates (Å):
Sn  1.673  -1.117  0.397  1.10
C  -2.500  0.047  6.722  -0.61
C  -2.727  -0.003  5.404  -0.10
C  -3.209  1.121  4.540  -0.88
C  -2.059  1.806  3.766  0.44
C  -0.891  2.227  4.626  -0.52
C  -1.018  2.768  5.850  -0.27
C  -2.161  2.661  6.812  -0.96
C  -2.313  1.280  7.546  -0.58
C  2.582  0.137  2.050  -1.19
H  -2.372  -0.864  7.322  0.38
H  -2.616  -0.935  4.833  0.33
H  -3.705  1.867  5.172  0.43
H  -3.928  0.705  3.800  0.40
H  -1.799  1.137  2.923  -0.40
H  -2.462  2.736  3.324  0.32
H  0.081  2.243  4.119  0.25
H  -0.257  3.490  6.187  0.37
H  -3.124  2.983  6.391  0.37
H  -1.967  3.376  7.633  0.40
H  -1.405  1.127  8.160  0.37
H  -3.108  1.412  8.304  0.36
H  3.031  -0.649  2.680  0.46
H  1.824  0.745  2.551  0.30
H  3.300  0.798  1.541  0.40
P  0.226  -2.055  -2.097  0.40
P  2.110  0.318  -2.550  0.31
C  -0.445  -0.508  -2.775  -0.51
C  0.408  0.486  -3.103  -1.12
C  -0.434  -3.211  -3.387  0.11
C  -1.570  -2.916  -4.145  0.03
C  -2.035  -3.813  -5.111  -0.71
C  -1.381  -5.040  -5.293  -0.45
C  -0.287  -5.379  -4.477  -0.65
C  0.201  -4.457  -3.544  -0.11
C  -1.068  -2.323  -0.816  0.93
C  -1.243  -1.243  0.103  -0.74
C  -2.046  -1.445  1.229  -0.20
C  -2.876  -2.565  1.306  -0.80
C  -2.757  -3.593  0.352  -0.58
C  -1.820  -3.508  -0.695  -0.78
C  2.842  0.869  -4.186  0.35
C  2.635  0.042  -5.312  -0.49
C  2.924  0.516  -6.596  -0.58
C  3.476  1.792  -6.757  -0.48
C  3.822  2.560  -5.639  -0.59
C  3.540  2.075  -4.349  -0.28
C  2.238  1.891  -1.600  0.23
C  3.421  2.087  -0.865  -0.43
C  3.560  3.218  -0.061  -0.62
C  2.518  4.153  0.018  -0.56
C  1.327  3.927  -0.682  -0.74
C  1.172  2.781  -1.466  -0.25
H  -1.534  -0.461  -2.861  0.81
H  0.144  1.343  -3.726  1.01
H  -2.105  -1.986  -3.979  0.29
H  -2.894  -3.544  -5.730  0.42
H  -1.709  -5.729  -6.076  0.41
H  0.203  -6.355  -4.562  0.42
H  1.060  -4.684  -2.909  0.38
H  -0.847  -0.215  -0.071  0.75
H  -2.053  -0.691  2.017  0.03
H  -3.642  -2.589  2.089  0.48
H  -3.423  -4.459  0.400  0.42
H  -1.728  -4.330  -1.435  0.40
H  2.186  -0.949  -5.200  0.36
H  2.667  -0.090  -7.469  0.40
H  3.618  2.190  -7.761  0.40
H  4.256  3.558  -5.764  0.40
H  3.792  2.656  -3.457  0.29
H  4.223  1.349  -0.953  0.50
H  4.492  3.342  0.496  0.50
H  2.641  5.040  0.643  0.44
H  0.508  4.644  -0.623  0.45
H  0.232  2.598  -1.988  0.50
O  0.225  -1.339  3.335  0.03
N  0.724  -2.450  3.164  0.41
O  1.632  -2.608  2.265  -0.33

***

Entry 3:
Computed, not measured: 5 unconnected molecules or ions with the total composition C35H37NO2Si at a distorted geometry, with ωB97M-V/def2-TZVPD.

Output
- Largest force on an atom: 9.0 eV Å⁻¹
- Charge: 0
- DFT total energy: -1850.25765 Eh
- LUMO level: -0.064 Ha
- Energy relative to the best compared isomer or geometry (same formula, charge and spin): 615.7 kJ/mol
- SMILES string: C[Si](C)(C)c1ccc2c(c1)C(=O)NC2=O.c1ccccc1.c1ccccc1.c1ccccc1.c1ccccc1
- Gap between HOMO and LUMO: 0.2722 hartree

Last column: Mulliken charge in e.
Cartesian coordinates (Å):
C  2.780  -1.659  2.439  -0.90
Si  1.985  -0.361  1.198  0.29
C  2.682  1.363  1.706  -0.77
C  2.524  -0.936  -0.575  -0.71
C  0.050  -0.530  1.494  0.59
C  -0.699  0.476  2.555  -0.22
C  -2.330  0.301  2.802  -0.60
C  -3.155  -0.874  2.011  0.03
C  -2.374  -1.879  0.977  -0.04
C  -0.768  -1.705  0.694  -0.29
C  -3.475  -2.947  0.396  0.33
O  -3.290  -3.939  -0.480  -0.56
N  -4.733  -2.537  1.162  -0.28
C  -4.753  -1.283  2.035  0.34
O  -5.791  -0.669  2.609  -0.53
H  3.948  -1.600  2.470  0.27
H  2.439  -2.715  2.023  0.28
H  2.248  -1.523  3.472  0.23
H  3.082  1.254  2.811  0.14
H  3.638  1.590  1.033  0.25
H  1.917  2.241  1.592  0.30
H  3.691  -1.184  -0.544  0.27
H  2.002  -1.951  -0.910  0.20
H  2.373  -0.084  -1.385  0.10
H  -0.064  1.310  3.122  0.30
H  -2.887  1.031  3.529  0.34
H  -0.241  -2.424  -0.065  0.16
H  -4.833  -3.384  1.792  0.41
C  2.216  2.564  -3.148  -0.21
C  1.906  2.409  -4.499  -0.55
C  2.696  3.023  -5.471  -0.33
C  3.802  3.784  -5.092  -0.40
C  4.114  3.935  -3.741  -0.37
C  3.319  3.329  -2.768  -0.45
H  1.599  2.088  -2.390  0.52
H  1.048  1.811  -4.794  0.37
H  2.450  2.908  -6.523  0.36
H  4.421  4.258  -5.849  0.35
H  4.978  4.527  -3.446  0.36
H  3.559  3.452  -1.716  0.36
C  1.055  -3.037  -4.345  -0.42
C  0.313  -4.023  -3.696  -0.44
C  0.764  -5.343  -3.684  -0.44
C  1.963  -5.675  -4.314  -0.33
C  2.708  -4.688  -4.960  -0.36
C  2.252  -3.370  -4.980  -0.39
H  0.701  -2.010  -4.357  0.44
H  -0.619  -3.763  -3.199  0.50
H  0.182  -6.112  -3.183  0.37
H  2.318  -6.702  -4.300  0.36
H  3.643  -4.947  -5.450  0.35
H  2.829  -2.603  -5.488  0.36
C  1.340  0.839  5.786  -0.34
C  2.698  1.154  5.788  -0.21
C  3.167  2.216  6.560  -0.53
C  2.278  2.957  7.340  -0.36
C  0.921  2.639  7.341  -0.38
C  0.450  1.583  6.561  -0.51
H  0.974  0.013  5.181  0.45
H  3.392  0.572  5.185  0.44
H  4.225  2.466  6.556  0.37
H  2.645  3.781  7.946  0.36
H  0.228  3.215  7.950  0.36
H  -0.609  1.339  6.558  0.38
C  -5.123  1.083  -0.382  0.24
C  -5.248  2.376  -0.888  -0.64
C  -6.112  2.629  -1.952  -0.37
C  -6.860  1.588  -2.505  -0.39
C  -6.737  0.295  -1.997  -0.61
C  -5.866  0.041  -0.938  -0.10
H  -4.446  0.886  0.446  0.13
H  -4.671  3.188  -0.452  0.36
H  -6.205  3.635  -2.351  0.36
H  -7.537  1.786  -3.332  0.36
H  -7.321  -0.515  -2.427  0.36
H  -5.766  -0.967  -0.546  0.33